# 1
{"formula": "C23H51NO5S4", "method": "ωB97M-V/def2-TZVPD", "elements": ["C", "C", "C", "C", "N", "C", "C", "C", "C", "C", "H", "H", "H", "H", "H", "H", "H", "H", "H", "H", "H", "H", "H", "H", "H", "H", "H", "H", "H", "H", "O", "H", "C", "S", "O", "C", "H", "H", "H", "H", "H", "H", "C", "S", "O", "C", "H", "H", "H", "H", "H", "H", "C", "S", "O", "C", "H", "H", "H", "H", "H", "H", "C", "S", "O", "C", "H", "H", "H", "H", "H", "H", "C", "C", "C", "C", "C", "C", "H", "H", "H", "H", "H", "H"], "xyz": [[35.119, 31.297, 32.565], [36.371, 31.290, 31.714], [36.275, 32.039, 30.541], [37.394, 31.942, 29.699], [37.444, 32.829, 28.480], [36.392, 32.496, 27.578], [36.764, 32.563, 26.073], [38.320, 32.790, 26.118], [38.593, 32.501, 27.610], [37.535, 34.281, 28.761], [34.985, 30.337, 33.208], [34.367, 31.045, 31.667], [34.677, 32.160, 33.052], [36.413, 30.236, 31.475], [37.333, 31.649, 32.189], [36.206, 33.144, 31.015], [35.387, 31.999, 29.954], [37.345, 30.764, 29.417], [38.236, 32.222, 30.550], [35.415, 32.914, 27.980], [36.315, 31.470, 27.510], [36.377, 33.300, 25.586], [36.902, 31.588, 25.457], [38.522, 33.893, 25.636], [38.705, 32.068, 25.502], [39.404, 32.947, 27.979], [38.732, 31.362, 27.726], [36.600, 34.777, 29.192], [37.758, 34.848, 27.893], [38.442, 34.620, 29.450], [32.792, 34.220, 27.786], [32.302, 34.390, 28.592], [32.218, 39.319, 28.344], [32.060, 37.507, 28.486], [30.854, 37.398, 29.359], [31.502, 37.274, 26.764], [31.477, 39.877, 27.807], [32.945, 39.354, 27.608], [32.660, 40.125, 29.029], [30.869, 38.061, 26.430], [31.083, 36.291, 26.775], [32.332, 37.202, 25.973], [27.708, 36.811, 29.187], [28.271, 35.495, 30.301], [27.059, 34.755, 30.837], [28.935, 34.440, 28.940], [26.792, 36.841, 28.706], [28.505, 37.176, 28.570], [27.418, 37.585, 29.918], [28.857, 33.422, 29.311], [29.803, 34.503, 29.015], [28.556, 34.518, 27.861], [33.508, 33.131, 24.639], [32.231, 34.393, 24.700], [32.111, 34.914, 23.288], [30.807, 33.347, 24.925], [34.359, 33.724, 24.259], [33.315, 32.280, 23.961], [33.594, 32.676, 25.530], [30.888, 33.109, 25.947], [30.607, 32.481, 24.325], [30.010, 34.023, 24.872], [32.247, 36.258, 32.241], [33.146, 35.304, 30.881], [34.651, 35.487, 31.324], [32.862, 33.568, 31.296], [32.103, 35.750, 33.053], [31.372, 36.389, 31.861], [32.476, 37.432, 32.187], [31.738, 33.484, 31.200], [32.887, 33.477, 32.470], [33.527, 32.779, 30.821], [36.892, 38.876, 26.394], [36.266, 38.614, 27.805], [35.634, 37.408, 28.003], [35.451, 36.537, 26.941], [35.990, 36.702, 25.648], [36.766, 37.921, 25.361], [37.536, 39.763, 26.183], [36.318, 39.346, 28.678], [35.269, 37.082, 29.139], [34.908, 35.707, 27.234], [35.792, 35.734, 25.007], [37.300, 38.079, 24.341]], "lowdin_charge": [-0.09, -0.33, -0.37, -0.15, -0.26, -0.13, -0.10, -0.11, -0.12, 0.02, 0.11, 0.11, 0.05, 0.12, 0.14, 0.18, 0.11, 0.20, 0.20, 0.16, 0.10, 0.01, 0.16, 0.17, 0.07, 0.08, 0.17, 0.12, 0.08, 0.16, -0.49, -0.21, -0.27, 0.82, -0.58, -0.24, 0.04, -0.01, 0.09, 0.04, 0.01, 0.08, -0.27, 0.87, -0.58, -0.20, 0.03, 0.02, 0.05, 0.06, -0.14, 0.11, -0.26, 0.82, -0.58, -0.25, 0.04, 0.07, -0.02, 0.02, 0.06, 0.03, -0.17, 0.84, -0.63, -0.28, -0.02, -0.07, 0.14, 0.06, 0.08, 0.04, -0.07, -0.07, -0.17, -0.16, -0.07, -0.12, 0.09, 0.11, 0.15, 0.05, 0.12, 0.12], "e_tot_ev": -79729.215, "orbital_gap_ev": 6.5131, "e_lumo_ha": -0.0089, "de_lowest_kcal_mol": 0.0}

***

# 2
{"formula": "C51H64Ge2IrN8O2PSSe", "method": "ωB97M-V/def2-TZVPD", "elements": ["Ir", "O", "S", "O", "N", "C", "C", "C", "C", "C", "C", "C", "C", "N", "C", "C", "C", "C", "C", "C", "C", "H", "H", "H", "H", "H", "H", "H", "H", "H", "H", "H", "Se", "N", "C", "C", "C", "C", "C", "C", "N", "H", "H", "H", "H", "N", "P", "N", "C", "C", "C", "C", "C", "N", "C", "C", "C", "C", "C", "N", "C", "C", "C", "C", "C", "H", "H", "H", "H", "H", "H", "H", "H", "H", "H", "H", "H", "H", "H", "H", "H", "H", "H", "H", "H", "H", "H", "H", "H", "H", "H", "H", "H", "H", "H", "C", "Ge", "C", "C", "Ge", "C", "C", "C", "C", "C", "C", "C", "C", "C", "C", "C", "C", "H", "H", "H", "H", "H", "H", "H", "H", "H", "H", "H", "H", "H", "H", "H", "H", "H", "H", "H"], "xyz": [[0.398, 0.485, -0.840], [-4.078, -1.329, -1.269], [-2.489, 0.896, -2.137], [-2.694, 0.110, -3.503], [-0.960, 1.305, -2.214], [-0.391, 1.962, -3.319], [-0.973, 2.213, -4.537], [-0.303, 2.984, -5.508], [0.956, 3.458, -5.282], [1.626, 3.099, -4.091], [2.979, 3.417, -3.851], [3.580, 2.940, -2.727], [2.842, 2.147, -1.831], [1.570, 1.857, -1.992], [0.953, 2.333, -3.123], [-3.590, 2.304, -2.194], [-4.653, 2.088, -1.321], [-5.667, 3.025, -1.200], [-5.618, 4.185, -1.953], [-4.550, 4.409, -2.814], [-3.534, 3.479, -2.945], [-1.940, 1.794, -4.767], [-0.801, 3.191, -6.446], [1.469, 4.065, -6.017], [3.528, 4.007, -4.574], [4.621, 3.138, -2.513], [3.316, 1.741, -0.961], [-4.695, 1.170, -0.747], [-6.488, 2.842, -0.520], [-6.411, 4.918, -1.875], [-4.501, 5.323, -3.391], [-2.715, 3.697, -3.605], [-0.516, -0.516, 2.625], [-0.868, -1.051, -0.429], [-0.185, -2.267, -0.169], [0.418, -2.983, -1.200], [0.855, -4.285, -1.027], [0.654, -4.928, 0.196], [0.116, -4.225, 1.248], [-0.224, -2.862, 1.115], [-0.602, -2.193, 2.237], [0.489, -2.502, -2.169], [1.291, -4.822, -1.859], [0.926, -5.968, 0.319], [-0.018, -4.679, 2.221], [1.734, 0.131, 0.432], [2.969, 0.473, 1.362], [3.146, -0.637, 2.565], [3.942, -0.359, 3.779], [4.907, -1.499, 4.067], [4.142, -2.798, 4.345], [2.862, -2.873, 3.494], [3.020, -2.062, 2.219], [4.349, 0.570, 0.436], [4.511, -0.261, -0.766], [5.643, -1.269, -0.607], [6.940, -0.555, -0.242], [6.743, 0.266, 1.028], [5.580, 1.238, 0.871], [2.948, 1.905, 2.218], [2.050, 1.965, 3.403], [0.875, 2.902, 3.165], [1.365, 4.346, 2.969], [2.787, 4.348, 2.392], [2.965, 3.168, 1.451], [3.267, -0.246, 4.635], [4.473, 0.585, 3.663], [5.539, -1.230, 4.914], [5.566, -1.634, 3.206], [3.888, -2.863, 5.405], [4.788, -3.649, 4.122], [2.002, -2.482, 4.043], [2.638, -3.908, 3.239], [2.172, -2.176, 1.555], [3.906, -2.417, 1.674], [4.747, 0.391, -1.619], [3.565, -0.755, -0.981], [5.755, -1.828, -1.537], [5.381, -1.984, 0.178], [7.226, 0.112, -1.063], [7.753, -1.270, -0.111], [7.646, 0.829, 1.271], [6.536, -0.403, 1.868], [5.849, 1.993, 0.118], [5.388, 1.757, 1.808], [2.627, 2.304, 4.268], [1.695, 0.963, 3.621], [0.187, 2.835, 4.010], [0.333, 2.555, 2.279], [1.350, 4.886, 3.916], [0.691, 4.872, 2.290], [3.529, 4.275, 3.191], [2.987, 5.274, 1.853], [3.909, 3.251, 0.914], [2.153, 3.192, 0.715], [-3.732, -1.245, 3.601], [-3.951, -0.291, 1.901], [-5.829, -0.495, 1.389], [-3.568, 1.604, 2.197], [-2.707, -1.406, 0.059], [-4.653, -0.923, -2.385], [-5.990, -0.575, -2.420], [-6.609, -0.173, -3.597], [-5.878, -0.142, -4.814], [-4.581, -0.517, -4.857], [-3.838, -0.888, -3.632], [-2.905, -3.349, 0.017], [-2.650, -4.039, -1.166], [-2.853, -5.408, -1.236], [-3.323, -6.101, -0.125], [-3.592, -5.421, 1.051], [-3.383, -4.048, 1.121], [-4.719, -1.354, 4.053], [-3.096, -0.670, 4.272], [-3.288, -2.229, 3.474], [-6.417, 0.201, 1.991], [-6.161, -1.511, 1.604], [-6.006, -0.291, 0.337], [-4.250, 1.921, 2.989], [-3.738, 2.227, 1.324], [-2.544, 1.744, 2.542], [-6.553, -0.634, -1.498], [-7.655, 0.098, -3.588], [-6.378, 0.154, -5.727], [-4.021, -0.521, -5.783], [-3.286, -1.825, -3.741], [-2.295, -3.505, -2.040], [-2.646, -5.939, -2.157], [-3.484, -7.169, -0.184], [-3.965, -5.956, 1.915], [-3.604, -3.525, 2.043]], "lowdin_spin": [1.24, 0.13, 0.01, 0.07, 0.04, 0.00, 0.00, 0.00, 0.00, 0.00, 0.00, 0.00, 0.00, 0.01, 0.00, 0.00, 0.00, 0.00, 0.00, 0.00, 0.00, 0.00, 0.00, 0.00, 0.00, 0.00, 0.00, 0.00, 0.00, 0.00, 0.00, 0.00, 0.88, 0.15, 0.10, -0.01, 0.09, -0.01, 0.07, 0.05, 0.65, 0.00, 0.01, 0.00, 0.00, 0.45, 0.10, 0.02, 0.00, 0.00, 0.00, 0.00, 0.00, 0.02, 0.00, 0.00, 0.00, 0.00, 0.00, 0.02, 0.01, 0.00, 0.00, 0.00, 0.00, 0.00, 0.00, 0.00, 0.00, 0.00, 0.00, 0.00, 0.00, 0.00, 0.00, 0.00, 0.00, 0.00, 0.00, 0.00, 0.00, 0.00, 0.00, 0.00, 0.00, 0.00, 0.01, 0.00, 0.00, 0.00, 0.00, 0.00, 0.00, 0.00, 0.00, 0.01, 0.01, 0.00, 0.01, 0.02, 0.21, -0.01, 0.27, 0.03, 0.17, 0.08, 0.00, 0.00, 0.00, 0.00, 0.00, 0.00, 0.00, 0.01, 0.00, 0.00, 0.00, 0.00, 0.00, 0.00, 0.00, -0.01, 0.02, 0.00, 0.01, 0.02, 0.00, 0.00, 0.00, 0.00, 0.00], "e_tot_ev": -271274.834, "s_squared": 8.83, "orbital_gap_ev": [6.2506, 6.2201], "charge": 1, "e_lumo_ha": [-0.0981, -0.1230], "multiplicity": 6, "de_lowest_kcal_mol": 38.2}

***

# 3
{"formula": "C4HF6O2P", "method": "ωB97M-V/def2-TZVPD", "elements": ["F", "C", "F", "F", "C", "C", "C", "F", "F", "F", "O", "P", "O", "H"], "xyz": [[-0.816, -0.185, 2.720], [0.097, 0.648, 2.308], [1.096, 0.566, 3.152], [-0.561, 1.833, 2.367], [0.457, 0.505, 0.941], [0.300, 0.995, -0.142], [0.226, 1.253, -1.585], [-0.776, 0.799, -2.268], [0.155, 2.658, -1.545], [1.362, 0.913, -2.236], [-0.543, -2.264, -2.361], [-0.397, -2.490, -0.918], [0.742, -1.928, -0.194], [-1.343, -3.303, -0.240]], "nbo_charge": [-0.30, 0.92, -0.29, -0.32, -0.04, -0.01, 0.94, -0.27, -0.33, -0.30, -0.97, 2.01, -0.99, -0.05], "e_tot_ev": -33850.554, "orbital_gap_ev": 10.7212, "smiles": "FC(F)(F)C#CC(F)(F)F.O=[PH]=O", "e_lumo_ha": -0.0284, "de_lowest_kcal_mol": 0.0}